Run P
Formula: C2H5NO3
Source: OMol25
Level of theory: wB97M-V/def2-TZVPD

Structure (ORCA input):
```
! wB97M-V def2-TZVPD RIJCOSX def2/J DEFGRID3
* xyz 0 1
C -0.934 0.680 0.324
N 0.748 -1.520 -0.398
C 0.048 0.956 -0.533
O 0.363 -0.562 -1.374
O -0.830 2.100 0.895
O -1.198 -0.370 0.961
H -0.332 -1.352 0.464
H -0.752 1.999 1.853
H 1.700 -1.239 -0.126
H 0.827 -2.429 -0.861
H 0.360 1.735 -1.206
*
```

---

Run Q
Formula: C2H5NO3
Source: OMol25
Level of theory: wB97M-V/def2-TZVPD

Structure (ORCA input):
```
! wB97M-V def2-TZVPD RIJCOSX def2/J DEFGRID3
* xyz 0 1
C -0.773 1.465 0.466
N -1.340 0.238 0.442
O -1.291 2.420 -0.076
H 0.137 1.651 1.065
H -2.121 0.129 -0.183
H -0.904 -0.539 0.914
O 0.838 -2.101 0.236
C 1.332 -1.459 -0.650
O 1.357 -0.136 -0.744
H 1.779 -1.908 -1.547
H 0.985 0.240 0.077
*
```

---

Verdict on stability: run P comes out at the bottom.

---

Run P
Formula: C2H5NO3
Source: OMol25
Level of theory: wB97M-V/def2-TZVPD

Structure (ORCA input):
```
! wB97M-V def2-TZVPD RIJCOSX def2/J DEFGRID3
* xyz 0 1
C -1.613 0.578 0.175
C -0.876 -0.425 -0.485
N 1.953 0.339 0.050
O 2.372 -0.903 0.276
O 2.840 1.133 0.046
O -0.325 -1.308 0.093
H -1.930 0.280 1.161
H -2.385 0.846 -0.434
H -0.892 1.326 0.135
H -0.715 -0.352 -1.524
H 1.571 -1.515 0.507
*
```

---

Run Q
Formula: C2H5NO3
Source: OMol25
Level of theory: wB97M-V/def2-TZVPD

Structure (ORCA input):
```
! wB97M-V def2-TZVPD RIJCOSX def2/J DEFGRID3
* xyz 0 1
C 1.027 1.727 -0.802
N 1.651 0.557 -1.294
O 0.859 1.744 0.423
H 0.785 2.476 -1.589
H 2.017 0.592 -2.214
H 1.620 -0.306 -0.782
O -2.356 -1.563 0.972
C -1.170 -1.395 0.949
O -0.391 -1.006 -0.079
H -0.532 -1.355 1.969
H 0.519 -0.696 0.263
*
```

---

Verdict on stability: run P comes out at the bottom.

---

Run P
Formula: C2H5NO3
Source: OMol25
Level of theory: wB97M-V/def2-TZVPD

Structure (ORCA input):
```
! wB97M-V def2-TZVPD RIJCOSX def2/J DEFGRID3
* xyz 0 1
C 0.148 -0.906 0.376
C -0.985 0.023 0.075
H 2.991 0.389 0.134
H 1.182 -0.882 -1.292
H -0.192 -1.915 0.130
H 0.302 -0.934 1.500
H -0.070 1.725 0.250
N 1.447 -0.761 -0.264
O 1.835 0.683 0.010
O -0.904 1.338 -0.014
O -2.096 -0.490 -0.193
*
```

---

Run Q
Formula: C2H5NO3
Source: OMol25
Level of theory: wB97M-V/def2-TZVPD

Structure (ORCA input):
```
! wB97M-V def2-TZVPD RIJCOSX def2/J DEFGRID3
* xyz 0 1
C -1.775 -0.408 0.040
C 0.246 0.616 -0.124
H -2.490 0.252 -0.808
H -1.930 -0.034 1.091
H -2.343 -1.432 -0.134
H 2.421 1.265 0.137
H 2.596 -1.198 0.311
N 1.639 0.485 0.254
O -0.380 -0.580 -0.183
O -0.055 1.792 -0.249
O 2.068 -0.757 -0.335
*
```

---

Run R
Formula: C2H5NO3
Source: OMol25
Level of theory: wB97M-V/def2-TZVPD

Structure (ORCA input):
```
! wB97M-V def2-TZVPD RIJCOSX def2/J DEFGRID3
* xyz 0 1
C 0.608 0.401 -0.046
C -0.453 1.300 0.528
N -0.072 -0.736 -0.859
O 1.790 0.416 0.191
O -1.222 -1.158 -0.362
O 0.798 -1.780 -1.067
H -0.569 1.306 1.609
H -0.093 2.361 0.495
H -1.418 1.111 -0.152
H -1.000 -1.750 0.331
H 1.630 -1.470 -0.669
*
```

---

Verdict on stability: run R comes out at the bottom.

---

Run P
Formula: C2H7NO2
Source: OMol25
Level of theory: wB97M-V/def2-TZVPD

Structure (ORCA input):
```
! wB97M-V def2-TZVPD RIJCOSX def2/J DEFGRID3
* xyz 0 1
O -2.385 0.783 0.499
C -2.169 -0.260 -0.049
H -2.111 -1.216 0.499
H -2.037 -0.374 -1.133
N 1.196 1.166 -0.152
C 1.430 -0.246 -0.269
O 0.531 -1.093 0.468
H 0.406 1.439 -0.725
H 0.970 1.442 0.798
H 1.386 -0.515 -1.323
H 2.430 -0.491 0.093
H 0.354 -0.635 1.295
*
```

---

Run Q
Formula: C2H7NO2
Source: OMol25
Level of theory: wB97M-V/def2-TZVPD

Structure (ORCA input):
```
! wB97M-V def2-TZVPD RIJCOSX def2/J DEFGRID3
* xyz 0 1
C -1.408 -1.018 0.719
N -0.737 -0.155 -0.283
H -0.685 -1.838 0.990
H -1.645 -0.423 1.626
H -2.339 -1.475 0.300
H -0.437 -0.651 -1.144
H 0.425 0.478 0.305
H -1.332 0.589 -0.597
O 1.776 0.657 -1.617
C 2.067 1.118 -0.508
O 1.304 1.065 0.551
H 3.011 1.654 -0.342
*
```

---

Verdict on stability: run P comes out at the bottom.

---

Run P
Formula: CH5O4
Source: OMol25
Level of theory: wB97M-V/def2-TZVPD

Structure (ORCA input):
```
! wB97M-V def2-TZVPD RIJCOSX def2/J DEFGRID3
* xyz -1 1
O 0.188 -0.119 -2.000
C -0.277 0.222 -0.912
O 0.267 0.660 0.126
H -1.427 0.203 -0.823
H 1.906 -1.062 -0.558
H 2.619 -0.275 0.444
O 2.817 -0.822 -0.328
H -2.200 0.232 0.599
H -1.651 0.820 1.892
O -2.241 0.140 1.559
*
```

---

Run Q
Formula: CH5O4
Source: OMol25
Level of theory: wB97M-V/def2-TZVPD

Structure (ORCA input):
```
! wB97M-V def2-TZVPD RIJCOSX def2/J DEFGRID3
* xyz -1 1
O -2.365 0.063 -0.773
C -1.578 1.031 -0.710
O -0.320 1.034 -0.639
H -2.126 2.000 -0.660
H 0.038 -0.593 -0.355
H -0.913 -1.521 0.443
O 0.000 -1.483 0.084
H 2.037 0.096 0.277
H 2.410 -0.634 1.473
O 2.817 0.006 0.861
*
```

---

Run R
Formula: CH5O4
Source: OMol25
Level of theory: wB97M-V/def2-TZVPD

Structure (ORCA input):
```
! wB97M-V def2-TZVPD RIJCOSX def2/J DEFGRID3
* xyz -1 1
O -0.171 0.172 1.440
C -0.392 0.188 0.175
O -0.681 -0.684 -0.699
H -0.129 1.164 -0.352
H 0.653 1.320 2.844
H 1.871 1.936 2.622
O 1.289 1.875 3.369
H -0.230 -1.979 -3.016
H 0.318 -1.219 -4.330
O -0.453 -1.656 -3.963
*
```

---

Verdict on stability: run R comes out at the bottom.

---

Run P
Formula: C4H10N2P
Source: OMol25
Level of theory: wB97M-V/def2-TZVPD

Structure (ORCA input):
```
! wB97M-V def2-TZVPD RIJCOSX def2/J DEFGRID3
* xyz 1 1
C 0.254 -1.733 0.066
C -0.022 0.857 0.836
C 0.575 -0.098 1.801
C -1.024 0.219 -0.100
N 0.998 -1.270 1.017
N -0.838 -1.061 -0.450
P -0.276 1.067 -3.017
H 0.404 -2.656 -0.411
H -0.598 1.751 1.248
H 0.728 1.380 0.201
H 1.471 0.231 2.286
H 0.010 -0.511 2.644
H -1.958 0.682 0.020
H 2.016 -1.541 1.147
H -1.683 -1.482 -0.833
H 0.847 1.797 -3.076
H -0.906 2.369 -3.380
*
```

---

Run Q
Formula: C4H10N2P
Source: OMol25
Level of theory: wB97M-V/def2-TZVPD

Structure (ORCA input):
```
! wB97M-V def2-TZVPD RIJCOSX def2/J DEFGRID3
* xyz 1 1
C 3.342 -0.645 -0.132
C 2.512 -1.528 0.152
C -0.852 -0.201 0.041
C -3.300 -0.181 0.017
N 0.336 0.289 0.036
N -2.000 0.443 0.029
P 0.924 1.819 -0.173
H 4.418 -0.603 -0.123
H 2.950 0.393 -0.480
H 1.761 -2.238 0.370
H -0.925 -1.285 0.099
H -3.753 -0.105 -0.974
H -3.954 0.311 0.738
H -3.209 -1.233 0.284
H -1.982 1.454 -0.058
H 1.598 1.901 1.061
H 2.135 1.410 -0.888
*
```

---

Run R
Formula: C4H10N2P
Source: OMol25
Level of theory: wB97M-V/def2-TZVPD

Structure (ORCA input):
```
! wB97M-V def2-TZVPD RIJCOSX def2/J DEFGRID3
* xyz 1 1
C 1.562 2.183 1.910
C 2.250 1.421 1.082
C -0.954 -1.107 -0.807
C -2.472 -3.142 -0.899
N 1.735 0.915 -0.142
N -1.625 -2.048 -0.845
P 0.207 1.292 -0.611
H 2.016 2.600 2.790
H 0.515 2.413 1.745
H 3.285 1.164 1.248
H 2.086 -0.006 -0.400
H -3.346 -2.953 -0.272
H -1.949 -4.026 -0.536
H -2.790 -3.302 -1.931
H 0.274 2.682 -0.657
H 0.053 0.885 -1.901
H -0.847 1.029 0.226
*
```

---

Verdict on stability: run Q comes out at the bottom.